Record 1
{
  "formula": "C4H7NO",
  "method": "ωB97M-V/def2-TZVPD",
  "symbols": ["C", "C", "C", "N", "C", "O", "H", "H", "H", "H", "H", "H", "H"],
  "xyz": [[-0.42652, 1.31540, 0.11228], [-0.48350, -0.10525, -0.47226], [-1.55798, -0.96931, 0.03558], [-2.24932, -1.78493, 0.48149], [0.87625, -0.94061, -0.02252], [2.02302, -0.14705, 0.04251], [-0.60487, 2.11641, -0.60768], [-1.03625, 1.44366, 1.00804], [0.62357, 1.53258, 0.43344], [-0.56893, -0.06787, -1.57151], [1.00859, -1.71526, -0.78510], [0.66077, -1.40857, 0.95394], [1.73515, 0.73079, 0.39179]],
  "smiles": "C[C@H](C#N)CO",
  "spin_multiplicity": 1,
  "relative_energy_kcal_mol": 40.2,
  "lumo_ev": 0.6437,
  "total_energy_ha": -286.56757,
  "homo_energy_ev": -10.837
}

Record 2
{
  "formula": "C4H7NO",
  "method": "ωB97M-V/def2-TZVPD",
  "symbols": ["C", "N", "C", "C", "C", "O", "H", "H", "H", "H", "H", "H", "H"],
  "xyz": [[-1.17998, 1.01822, -0.73804], [0.06779, 0.29776, -0.42833], [0.30871, -1.17453, -0.63774], [0.08755, -0.66597, 0.70233], [0.94733, -0.38593, 1.80031], [1.54561, -1.17374, 2.51969], [-0.93712, 2.01857, -1.11135], [-1.75946, 0.47571, -1.48815], [-1.74388, 1.08693, 0.19344], [0.90582, 0.84707, -0.61169], [1.30196, -1.37121, -1.05883], [-0.49131, -1.68505, -1.17872], [0.94699, 0.71216, 2.03710]],
  "smiles": "C[N@@H+]1C/C1=C\\[O-]",
  "spin_multiplicity": 1,
  "relative_energy_kcal_mol": 93.7,
  "lumo_ev": 0.4428,
  "total_energy_ha": -286.48237,
  "homo_energy_ev": -7.824
}

Record 3
{
  "formula": "C4H7NO",
  "method": "ωB97M-V/def2-TZVPD",
  "symbols": ["C", "C", "O", "C", "C", "N", "H", "H", "H", "H", "H", "H", "H"],
  "xyz": [[2.10640, -0.31001, 0.40164], [0.74446, 0.37019, 0.12474], [0.59970, 1.58428, 0.17869], [-0.17490, -0.70142, -0.04730], [-2.31221, 0.08557, 0.00777], [-1.76203, 0.41258, -1.11736], [2.82529, 0.12874, -0.29516], [2.12856, -1.40201, 0.28845], [2.39646, -0.07211, 1.42737], [0.01328, -1.34471, -0.91068], [-2.30626, 0.72263, 0.89952], [-2.96825, -0.78774, 0.04542], [-1.29050, 1.31400, -1.00310]],
  "spin_multiplicity": 1,
  "relative_energy_kcal_mol": 112.9,
  "lumo_ev": 0.1909,
  "total_energy_ha": -286.45168,
  "homo_energy_ev": -9.156
}

Record 4
{
  "formula": "C4H7NO",
  "method": "ωB97M-V/def2-TZVPD",
  "symbols": ["C", "C", "O", "H", "H", "C", "N", "C", "H", "H", "H", "H", "H"],
  "xyz": [[-0.85709, 1.89876, -0.75088], [-1.48799, 1.19305, 0.16869], [-2.22629, 0.69881, 0.93224], [0.19490, 1.77938, -0.95681], [-1.44602, 2.64757, -1.26395], [-0.02324, -1.35359, 1.25120], [0.29901, -0.42788, 0.45860], [1.28409, -0.69612, -0.56027], [-0.75898, -1.15043, 2.02858], [0.39883, -2.36207, 1.18179], [1.71085, -1.70425, -0.47957], [0.82882, -0.56856, -1.54847], [2.08311, 0.04532, -0.46115]],
  "smiles": "C=C=O.C=NC",
  "spin_multiplicity": 1,
  "relative_energy_kcal_mol": 59.6,
  "lumo_ev": 0.9785,
  "total_energy_ha": -286.53675,
  "homo_energy_ev": -8.716
}